Record 1
This record from the Open Molecules 2025 dataset describes C39H37Cl2GeInN8PS3 as an isolated structure in a non-equilibrium geometry. The level of theory is ωB97M-V with the def2-TZVPD basis set.

Structure (ORCA input):
```
! wB97M-V def2-TZVPD RIJCOSX def2/J DEFGRID3
* xyz 2 2
In 0.426 0.983 1.202
C -3.256 4.072 4.517
N -1.983 3.679 3.975
C -0.768 4.153 4.347
C 0.156 3.489 3.589
N -0.479 2.625 2.765
C -1.775 2.753 3.011
P -3.167 1.871 2.224
C -2.503 0.191 2.493
N -1.230 -0.171 2.474
C -1.187 -1.467 2.861
C -2.457 -1.893 3.137
N -3.278 -0.839 2.902
C -4.715 -0.843 2.995
C -2.631 2.124 0.499
N -1.390 2.089 0.039
C -1.456 2.393 -1.278
C -2.758 2.628 -1.620
N -3.489 2.459 -0.490
C -4.917 2.600 -0.375
H -3.099 4.809 5.302
H -3.774 3.210 4.942
H -3.886 4.513 3.742
H -0.658 4.907 5.098
H 1.224 3.587 3.589
H -0.255 -1.999 2.911
H -2.819 -2.842 3.482
H -5.058 -1.848 3.230
H -5.155 -0.534 2.045
H -5.057 -0.165 3.778
H -0.572 2.413 -1.888
H -3.197 2.898 -2.559
H -5.331 2.864 -1.345
H -5.166 3.385 0.340
H -5.368 1.664 -0.038
Cl 2.893 1.695 6.004
C 3.255 0.765 4.540
Cl 1.754 0.367 3.665
H 3.741 -0.167 4.825
H 3.880 1.373 3.889
C 0.218 0.379 -4.919
C 0.135 -0.640 -3.982
C 0.754 -0.507 -2.752
C 1.453 0.657 -2.453
C 1.525 1.683 -3.390
C 0.916 1.540 -4.625
Ge 2.453 0.820 -0.755
C 3.491 -0.767 -0.204
C 3.672 -1.837 -1.073
C 4.432 -2.925 -0.680
C 5.001 -2.955 0.583
C 4.827 -1.887 1.452
C 4.080 -0.793 1.056
C 3.223 2.603 -0.370
C 2.401 3.722 -0.446
C 2.926 4.986 -0.247
C 4.274 5.135 0.045
C 5.096 4.022 0.128
C 4.575 2.756 -0.085
H -0.251 0.262 -5.883
H -0.404 -1.546 -4.221
H 0.699 -1.307 -2.023
H 2.072 2.588 -3.156
H 0.991 2.327 -5.360
H 3.229 -1.813 -2.061
H 4.579 -3.752 -1.359
H 5.585 -3.807 0.890
H 5.277 -1.913 2.433
H 3.953 0.055 1.720
H 1.343 3.597 -0.665
H 2.289 5.855 -0.323
H 4.682 6.121 0.208
H 6.145 4.142 0.356
H 5.220 1.886 -0.040
S -4.098 -4.190 -4.623
C -3.166 -3.505 -3.439
S -3.630 -1.969 -2.751
C -2.220 -2.098 -1.660
N -1.530 -3.165 -1.884
N -2.030 -3.954 -2.838
C -1.378 -5.189 -3.041
C -0.446 -5.580 -2.075
C 0.201 -6.792 -2.192
C -0.067 -7.630 -3.265
C -0.983 -7.237 -4.228
C -1.630 -6.019 -4.130
S -1.947 -0.938 -0.497
H -0.256 -4.928 -1.238
H 0.909 -7.092 -1.435
H 0.432 -8.582 -3.349
H -1.195 -7.882 -5.065
H -2.322 -5.725 -4.904
*
```

The value obtained for the max |F| is 2.801 eV/Å. For the total energy, the calculation gives -181480.502 eV. The value obtained for the highest occupied orbital energy (spin up / spin down) is -0.466 / -0.463 hartree. The calculation puts the orbital gap (spin up / spin down) at 7.68 / 5.27 eV.

***

Record 2
This record from the Open Molecules 2025 dataset describes C28H41FMgN6O9SSi2 as an isolated structure in a non-equilibrium geometry. The level of theory is ωB97M-V with the def2-TZVPD basis set.

Structure (ORCA input):
```
! wB97M-V def2-TZVPD RIJCOSX def2/J DEFGRID3
* xyz 0 1
C 0.051 -6.290 -4.437
C 1.189 -5.766 -4.864
C 2.398 -4.744 -5.262
Si 1.736 -3.190 -6.240
C -0.155 -3.393 -6.477
C -0.922 -1.995 -6.869
C -1.983 -1.521 -5.750
C -1.303 -0.845 -4.446
S -1.996 -1.773 -2.954
C -0.468 -2.466 -2.141
N 0.615 -3.133 -2.846
N 1.625 -3.511 -2.004
C 1.174 -3.105 -0.681
O -0.110 -2.476 -0.751
O 2.144 -1.806 -5.216
Si 2.962 -0.565 -6.136
N 2.289 1.016 -5.543
H -1.023 -6.499 -4.053
H 2.883 -4.382 -4.267
H 3.192 -5.327 -5.858
H 2.367 -3.091 -7.553
H -0.332 -4.154 -7.342
H -0.703 -3.823 -5.556
H -0.165 -1.176 -7.183
H -1.544 -2.220 -7.832
H -2.566 -2.475 -5.426
H -2.746 -0.787 -6.228
H -0.144 -0.973 -4.431
H -1.535 0.292 -4.333
H 1.770 -3.291 0.296
H 4.415 -0.641 -5.944
H 2.673 -0.593 -7.572
H 1.255 0.955 -5.477
H 2.675 1.207 -4.587
C 6.178 1.762 -4.696
C 7.410 1.685 -5.204
C 8.603 1.922 -4.363
O 9.726 1.854 -4.826
C 8.378 2.246 -2.939
C 7.142 2.323 -2.430
C 5.952 2.086 -3.272
O 4.825 2.154 -2.810
H 5.294 1.592 -5.297
H 7.592 1.448 -6.245
H 9.261 2.416 -2.337
H 6.959 2.560 -1.390
C -1.967 -3.146 3.995
O -0.641 -2.862 3.559
C -0.611 -2.107 2.349
C -0.425 -0.611 2.611
O -1.529 -0.058 3.320
C -1.285 0.032 4.719
H -1.928 -3.403 5.054
H -2.637 -2.293 3.873
H -2.362 -4.003 3.440
H -1.514 -2.294 1.758
H 0.244 -2.466 1.771
H -0.375 -0.092 1.647
H 0.512 -0.416 3.144
H -0.693 0.927 4.932
H -0.767 -0.847 5.112
H -2.247 0.119 5.225
N -2.255 1.838 7.243
C -3.413 1.341 7.715
C -4.346 2.093 8.412
C -4.071 3.435 8.640
C -2.883 3.973 8.165
C -2.015 3.141 7.476
H -3.581 0.286 7.515
H -5.264 1.642 8.768
H -4.777 4.056 9.182
H -2.637 5.016 8.325
H -1.075 3.516 7.082
F 8.443 4.763 -2.226
Mg -3.328 0.805 -6.303
N -4.319 4.549 5.153
C -3.735 5.724 4.764
C -4.677 6.464 4.088
C -5.874 5.710 4.073
C -5.624 4.533 4.741
H -3.860 3.810 5.665
H -2.702 5.932 5.000
H -4.520 7.441 3.653
H -6.815 5.995 3.626
H -6.262 3.688 4.956
N -2.306 -1.934 7.389
O -1.297 -2.280 6.753
O -3.334 -1.595 6.785
O -2.284 -1.927 8.625
*
```

The relative energy (zero: lowest compared OMol25 entry of this formula, charge and spin) is 128.0 kcal per mole. The value obtained for the max |F| is 6.826 eV/Å. For the total energy, the calculation gives -91800.105 eV. The value obtained for the highest occupied orbital energy is -0.296 hartree. The calculation puts the orbital gap at 1.04 eV.

***

Record 3
This record from the Open Molecules 2025 dataset describes C26H28N5O3Sr as an isolated structure in a non-equilibrium geometry. The level of theory is ωB97M-V with the def2-TZVPD basis set.

Structure (ORCA input):
```
! wB97M-V def2-TZVPD RIJCOSX def2/J DEFGRID3
* xyz 1 1
Sr 0.467 1.176 -0.331
C -3.898 -1.911 1.063
N -3.339 -0.965 0.033
C -3.766 -1.193 -1.345
C -2.568 0.084 0.336
O -1.961 0.676 -0.622
C -2.413 0.633 1.745
O -1.276 1.446 1.700
C -1.084 2.343 2.741
C 0.241 3.022 2.559
O 0.969 2.518 1.718
N 0.626 4.019 3.366
C -0.209 4.480 4.468
C 2.078 4.476 3.318
H -4.963 -1.696 1.189
H -3.319 -1.743 2.005
H -3.789 -2.954 0.725
H -4.446 -0.466 -1.684
H -4.247 -2.166 -1.394
H -2.872 -1.187 -2.056
H -2.296 -0.219 2.470
H -3.366 1.205 1.882
H -1.046 1.849 3.723
H -1.930 3.039 2.696
H -0.175 3.612 5.202
H -1.204 4.730 4.078
H 0.199 5.364 4.952
H 2.615 3.675 2.791
H 2.337 4.530 4.331
H 2.161 5.496 2.842
C 2.089 -1.840 3.311
C 1.470 -0.866 2.549
N 1.275 -1.020 1.266
C 1.770 -2.096 0.622
C 2.514 -3.142 1.320
C 2.629 -2.958 2.692
C 2.937 -4.263 0.526
C 2.992 -4.110 -0.840
C 2.325 -3.054 -1.541
C 1.573 -2.131 -0.824
N 0.827 -1.136 -1.368
C 0.508 -1.138 -2.679
C 0.294 -2.309 -3.360
C -0.017 -2.265 -4.705
C -0.164 -1.127 -5.438
C 0.051 0.101 -4.797
C 0.067 1.370 -5.445
C 0.478 2.451 -4.809
C 0.800 2.352 -3.447
N 0.753 1.228 -2.791
C 0.384 0.093 -3.374
H 2.181 -1.749 4.381
H 1.089 0.008 3.019
H 3.171 -3.685 3.323
H 3.367 -5.134 1.071
H 3.537 -4.829 -1.411
H 2.400 -2.995 -2.611
H 0.253 -3.215 -2.765
H -0.191 -3.197 -5.216
H -0.387 -1.253 -6.443
H -0.097 1.443 -6.526
H 0.447 3.369 -5.383
H 1.146 3.223 -2.809
*
```

The relative energy (zero: lowest compared OMol25 entry of this formula, charge and spin) is 2.2 kcal per mole. The value obtained for the max |F| is 3.292 eV/Å. For the total energy, the calculation gives -41842.333 eV. The value obtained for the highest occupied orbital energy is -0.309 hartree. The calculation puts the orbital gap at 6.06 eV.

***

- Which formula does entry 3 have?
  C26H28N5O3Sr